Computed, not measured: a structure of composition C46H47IrNO2S2SeSi at a distorted geometry, with ωB97M-V/def2-TZVPD.

XYZ file:
```
101
Properties=species:S:1:pos:R:3
Ir 1.395 1.837 0.395
C 0.992 2.687 -7.642
C 1.040 2.213 -6.219
C 0.808 0.867 -5.918
C 0.865 0.404 -4.619
C 1.161 1.308 -3.606
C 1.412 2.644 -3.871
C 1.339 3.091 -5.183
S 1.233 0.740 -1.935
O 2.139 -0.415 -1.791
C -0.500 0.310 -1.710
C -1.355 1.438 -1.773
C -2.654 1.326 -1.399
C -3.161 0.086 -0.937
C -4.501 -0.036 -0.503
C -4.982 -1.231 -0.050
C -4.141 -2.361 -0.019
C -2.842 -2.274 -0.441
C -2.311 -1.045 -0.903
C -0.940 -0.914 -1.309
C -0.105 -2.149 -1.299
C -0.307 -3.094 -2.355
C -1.184 -2.826 -3.437
C -1.353 -3.739 -4.439
C -0.665 -4.970 -4.413
C 0.181 -5.257 -3.381
C 0.382 -4.330 -2.332
C 1.263 -4.614 -1.261
C 1.463 -3.702 -0.274
C 0.769 -2.471 -0.305
S 1.338 -1.356 0.967
O 0.521 -0.052 0.881
C 0.676 -2.132 2.412
C -0.698 -2.222 2.594
C -1.178 -2.771 3.767
C -0.309 -3.238 4.755
C -0.840 -3.856 6.016
C 1.064 -3.130 4.547
C 1.564 -2.569 3.382
H 0.188 2.201 -8.192
H 1.929 2.450 -8.151
H 0.847 3.765 -7.697
H 0.577 0.177 -6.720
H 0.688 -0.641 -4.390
H 1.659 3.324 -3.064
H 1.526 4.135 -5.403
H -0.964 2.391 -2.107
H -3.307 2.189 -1.431
H -5.137 0.841 -0.533
H -6.008 -1.316 0.283
H -4.528 -3.307 0.335
H -2.212 -3.154 -0.419
H -1.721 -1.887 -3.469
H -2.023 -3.519 -5.259
H -0.814 -5.685 -5.211
H 0.714 -6.200 -3.350
H 1.787 -5.562 -1.246
H 2.159 -3.910 0.531
H -1.378 -1.849 1.837
H -2.248 -2.836 3.925
H -1.896 -3.630 6.153
H -0.294 -3.497 6.888
H -0.729 -4.941 5.984
H 1.750 -3.477 5.310
H 2.633 -2.472 3.233
C 6.153 2.703 0.700
Si 4.775 1.870 1.644
C 5.015 1.949 3.491
C 4.399 0.146 1.032
Se 2.927 3.272 1.290
H 7.111 2.229 0.927
H 6.232 3.758 0.968
H 5.987 2.633 -0.376
H 5.955 1.463 3.766
H 4.204 1.442 4.017
H 5.054 2.982 3.839
H 5.254 -0.519 1.175
H 4.152 0.154 -0.032
H 3.559 -0.271 1.585
C -2.406 2.257 4.826
N -2.032 1.414 3.718
C -3.117 0.738 3.047
C -0.902 1.786 2.904
C -1.091 2.843 1.823
C -2.228 3.650 1.804
C -2.391 4.676 0.888
C -1.388 4.941 -0.032
C -0.258 4.139 -0.047
C -0.128 3.065 0.837
H -3.028 1.685 5.519
H -2.969 3.163 4.558
H -1.511 2.571 5.366
H -3.604 0.035 3.730
H -2.725 0.171 2.199
H -3.898 1.409 2.654
H -0.533 0.879 2.432
H -0.102 2.129 3.569
H -3.000 3.472 2.539
H -3.285 5.285 0.913
H -1.481 5.761 -0.732
H 0.528 4.339 -0.768
```

For the total energy, the calculation gives -5577.7171 hartree. The HOMO energy (alpha / beta) is -9.906 / -9.907 eV. For the max |F|, the calculation gives 1.645 eV Å⁻¹. As for the total charge: +1. The value obtained for the energy relative to the best compared isomer or geometry (same formula, charge and spin) is 72.4 kJ/mol.

***

Computed, not measured: a structure of composition C46H48BiN3OP at a distorted geometry, with ωB97M-V/def2-TZVPD.

XYZ file:
```
100
Properties=species:S:1:pos:R:3
Bi 1.232 1.237 -1.368
N 1.757 0.944 1.943
N 0.012 3.343 0.501
C -1.216 0.633 -3.027
C -2.087 0.611 -1.912
C -1.665 -0.417 -1.035
C -2.293 -0.831 0.241
H -3.105 -0.152 0.534
H -1.547 -0.862 1.048
H -2.712 -1.847 0.161
C -0.562 -1.087 -1.611
C -0.038 -2.398 -1.164
H -0.645 -3.219 -1.587
H -0.124 -2.503 -0.074
H 1.010 -2.568 -1.450
C -0.228 -0.408 -2.843
C 0.664 -0.960 -3.905
H 1.621 -1.301 -3.484
H 0.863 -0.222 -4.695
H 0.192 -1.833 -4.386
C -3.288 1.462 -1.714
H -4.135 0.850 -1.371
H -3.592 1.950 -2.648
H -3.116 2.238 -0.950
C -1.360 1.430 -4.270
H -0.415 1.915 -4.562
H -2.114 2.218 -4.159
H -1.682 0.796 -5.115
C 2.719 0.397 2.718
H 3.192 -0.535 2.398
C 3.065 1.042 3.898
H 3.785 0.582 4.576
C 2.497 2.288 4.198
H 2.833 2.844 5.070
C 1.483 2.817 3.413
H 0.972 3.750 3.662
C 1.034 2.070 2.300
C -0.006 2.302 1.402
H -0.755 1.540 1.192
C 0.163 3.114 -0.868
C -0.186 4.705 0.764
H -0.256 5.050 1.776
C -0.245 5.321 -0.418
H -0.401 6.355 -0.666
N -0.018 4.373 -1.414
C -0.155 4.651 -2.810
C -1.437 4.879 -3.329
C -1.559 5.112 -4.702
H -2.547 5.308 -5.127
C -0.442 5.088 -5.536
C -0.570 5.380 -6.996
H -0.374 4.484 -7.597
H 0.159 6.145 -7.290
H -1.579 5.739 -7.219
C 0.818 4.831 -4.996
H 1.692 4.815 -5.651
C 0.982 4.633 -3.625
C 2.344 4.428 -3.043
H 2.571 5.162 -2.255
H 3.090 4.562 -3.836
H 2.483 3.415 -2.629
C -2.660 4.881 -2.467
H -2.863 5.869 -2.028
H -2.612 4.149 -1.653
H -3.532 4.628 -3.085
O 1.396 0.374 0.762
P 0.521 -2.987 2.859
C -1.151 -3.515 2.296
C -1.477 -4.416 1.269
C -2.795 -4.887 1.163
C -3.750 -4.529 2.125
C -3.449 -3.569 3.097
C -2.181 -3.004 3.121
C 1.880 -3.763 1.918
C 2.487 -4.973 2.300
C 3.648 -5.397 1.650
C 4.209 -4.635 0.620
C 3.610 -3.424 0.248
C 2.480 -2.964 0.916
C 0.535 -3.896 4.419
C 1.018 -3.203 5.544
C 1.096 -3.851 6.770
C 0.715 -5.195 6.878
C 0.193 -5.876 5.773
C 0.069 -5.212 4.551
H -0.708 -4.767 0.572
H -3.060 -5.552 0.335
H -4.740 -4.991 2.111
H -4.193 -3.266 3.843
H -1.948 -2.210 3.832
H 2.066 -5.570 3.112
H 4.130 -6.324 1.967
H 5.116 -4.975 0.115
H 4.037 -2.821 -0.552
H 2.067 -1.970 0.694
H 1.307 -2.162 5.431
H 1.454 -3.305 7.641
H 0.830 -5.716 7.828
H -0.126 -6.917 5.863
H -0.394 -5.724 3.708
```

For the total energy, the calculation gives -2576.9293 hartree. The HOMO energy (alpha / beta) is -1.206 / -1.207 eV. For the max |F|, the calculation gives 2.547 eV Å⁻¹. As for the total charge: -1. The value obtained for the energy relative to the best compared isomer or geometry (same formula, charge and spin) is 18.6 kJ/mol.

***

Computed, not measured: a structure of composition C46H48N3OPTl at a distorted geometry, with ωB97M-V/def2-TZVPD.

XYZ file:
```
100
Properties=species:S:1:pos:R:3
Tl -0.810 -0.173 -0.525
N 1.524 -3.058 1.286
N 1.035 -1.887 -2.541
C 1.757 2.401 -1.529
C 2.825 1.524 -1.188
C 2.710 1.212 0.195
C 3.554 0.284 0.979
H 4.480 0.048 0.438
H 3.032 -0.661 1.200
H 3.827 0.738 1.944
C 1.592 1.917 0.713
C 1.168 1.917 2.127
H 1.805 2.584 2.733
H 1.251 0.914 2.564
H 0.131 2.254 2.242
C 0.989 2.635 -0.355
C -0.222 3.479 -0.234
H -0.996 3.001 0.390
H -0.660 3.700 -1.215
H 0.022 4.442 0.244
C 3.900 1.062 -2.090
H 4.798 1.695 -1.994
H 3.588 1.101 -3.141
H 4.200 0.031 -1.857
C 1.520 3.003 -2.858
H 0.453 3.211 -3.018
H 1.852 2.333 -3.661
H 2.066 3.955 -2.972
C 0.890 -3.785 2.172
H 1.350 -3.834 3.150
C -0.306 -4.469 1.929
H -0.762 -5.026 2.737
C -0.896 -4.403 0.671
H -1.830 -4.901 0.453
C -0.281 -3.674 -0.323
H -0.634 -3.563 -1.352
C 0.908 -2.971 0.052
C 1.437 -1.860 -0.636
H 2.551 -1.588 -0.643
C 0.508 -0.839 -3.051
C 1.460 -2.763 -3.533
H 1.875 -3.722 -3.234
C 1.210 -2.172 -4.701
H 1.363 -2.511 -5.695
N 0.630 -0.930 -4.417
C 0.469 0.190 -5.234
C 1.522 0.548 -6.076
C 1.347 1.706 -6.845
H 2.125 1.985 -7.554
C 0.203 2.493 -6.720
C 0.000 3.684 -7.609
H -0.530 4.482 -7.077
H -0.597 3.422 -8.495
H 0.966 4.064 -7.959
C -0.771 2.154 -5.776
H -1.659 2.771 -5.655
C -0.642 1.005 -4.990
C -1.674 0.706 -3.958
H -1.846 -0.363 -3.795
H -2.625 1.149 -4.289
H -1.448 1.183 -2.988
C 2.808 -0.198 -6.106
H 2.686 -1.233 -6.446
H 3.335 -0.209 -5.139
H 3.478 0.302 -6.818
O -0.735 -1.039 2.009
P -1.474 -0.715 3.290
C -0.287 -0.231 4.554
C -0.706 0.393 5.739
C 0.213 0.641 6.761
C 1.546 0.243 6.619
C 1.966 -0.396 5.448
C 1.055 -0.641 4.418
C -2.660 0.601 2.971
C -2.552 1.868 3.570
C -3.528 2.839 3.330
C -4.591 2.573 2.462
C -4.646 1.350 1.785
C -3.658 0.388 2.001
C -2.282 -2.187 3.957
C -3.516 -2.623 3.453
C -4.147 -3.734 4.015
C -3.544 -4.432 5.066
C -2.289 -4.034 5.535
C -1.654 -2.927 4.973
H -1.750 0.685 5.865
H -0.123 1.143 7.670
H 2.259 0.425 7.425
H 3.002 -0.717 5.327
H 1.378 -1.153 3.505
H -1.716 2.093 4.233
H -3.455 3.804 3.833
H -5.371 3.319 2.305
H -5.458 1.138 1.088
H -3.666 -0.532 1.411
H -3.990 -2.090 2.632
H -5.117 -4.050 3.631
H -4.047 -5.289 5.516
H -1.797 -4.580 6.341
H -0.670 -2.626 5.335
```

For the total energy, the calculation gives -2534.9404 hartree. The HOMO energy is -2.251 eV. For the max |F|, the calculation gives 4.462 eV Å⁻¹. As for the total charge: -1. The value obtained for the energy relative to the best compared isomer or geometry (same formula, charge and spin) is 0.0 kJ/mol.

***

Computed, not measured: a cluster of 9 separate species, C46H48N4O20 in total at a distorted geometry, with ωB97M-V/def2-TZVPD.

XYZ file:
```
118
Properties=species:S:1:pos:R:3
C 5.910 0.821 0.653
C 6.493 1.181 1.776
C 5.813 1.141 3.080
O 6.396 1.631 4.063
C 4.477 0.600 3.215
C 3.860 0.225 2.076
C 4.543 0.343 0.733
O 3.813 0.149 -0.228
O 2.646 -0.315 2.036
O 7.771 1.681 1.890
H 6.313 0.906 -0.345
H 4.095 0.535 4.216
H 2.447 -0.583 1.131
H 7.914 1.738 2.874
C -2.632 6.399 -4.295
C -2.127 5.389 -5.029
C -1.884 3.968 -4.505
O -1.420 3.210 -5.296
C -2.253 3.596 -3.117
C -2.783 4.610 -2.397
C -2.984 6.029 -2.972
O -3.394 6.796 -2.123
O -3.175 4.681 -1.147
O -1.705 5.493 -6.307
H -2.811 7.427 -4.589
H -2.070 2.585 -2.785
H -3.384 5.657 -1.059
H -1.499 4.574 -6.580
C -0.799 -4.914 -2.392
C 0.080 -5.258 -3.357
C 1.579 -5.462 -3.078
O 2.220 -5.785 -4.050
C 2.155 -5.220 -1.811
C 1.268 -4.946 -0.803
C -0.256 -4.780 -1.075
O -0.927 -4.346 -0.136
O 1.545 -4.777 0.502
O -0.021 -5.507 -4.636
H -1.843 -4.683 -2.503
H 3.246 -5.321 -1.744
H 0.703 -4.459 0.901
H 0.905 -5.911 -4.765
C -2.126 -4.982 5.762
C -1.170 -5.206 4.868
C -1.005 -4.285 3.671
O -0.108 -4.599 2.931
C -1.825 -3.174 3.502
C -2.775 -2.926 4.429
C -2.933 -3.854 5.541
O -3.892 -3.612 6.270
O -3.751 -2.047 4.606
O -0.215 -6.140 4.852
H -2.318 -5.636 6.605
H -1.709 -2.516 2.656
H -4.327 -2.395 5.328
H 0.313 -5.859 4.072
C 2.408 -0.645 -3.721
C 3.159 -1.465 -4.442
C 2.888 -1.706 -5.878
O 3.585 -2.547 -6.415
C 1.887 -0.959 -6.619
C 1.197 -0.050 -5.959
C 1.347 0.070 -4.451
O 0.599 0.810 -3.908
O 0.206 0.794 -6.322
O 4.123 -2.343 -4.008
H 2.438 -0.490 -2.652
H 1.878 -1.198 -7.671
H -0.129 1.104 -5.469
H 4.444 -2.682 -4.881
C -5.468 0.851 2.426
C -4.124 1.038 1.748
C -4.228 2.158 0.714
C -5.280 1.831 -0.312
N -6.077 1.557 -1.081
H -6.182 0.444 1.722
H -6.007 1.748 2.775
H -5.440 0.127 3.242
H -3.751 0.067 1.385
H -3.393 1.428 2.465
H -3.291 2.309 0.141
H -4.459 3.134 1.148
C 0.081 1.413 6.831
C 1.453 1.279 6.033
C 1.214 1.716 4.584
C 0.269 0.912 3.786
N -0.460 0.267 3.181
H -0.754 0.927 6.330
H -0.200 2.462 7.026
H 0.191 1.032 7.846
H 1.812 0.250 5.950
H 2.264 1.870 6.453
H 2.135 1.611 4.002
H 0.928 2.773 4.581
C -0.110 3.319 -0.147
C 1.354 3.669 -0.020
C 2.275 2.861 -0.992
C 2.226 3.292 -2.383
N 2.274 3.745 -3.450
H -0.442 3.444 -1.188
H -0.688 3.938 0.520
H -0.222 2.264 0.135
H 1.669 3.417 0.994
H 1.482 4.741 -0.196
H 2.007 1.797 -0.964
H 3.311 2.916 -0.658
C -1.715 -1.557 -2.373
C -1.950 -0.509 -1.308
C -1.410 -0.980 0.049
C 0.055 -1.250 -0.021
N 1.162 -1.407 -0.008
H -2.308 -2.475 -2.221
H -0.677 -1.907 -2.425
H -1.976 -1.233 -3.370
H -3.014 -0.277 -1.212
H -1.460 0.429 -1.628
H -2.012 -1.829 0.381
H -1.478 -0.173 0.793
```

Its SMILES is O=C1C=C(O)C(=O)C=C1O.O=C1C=C(O)C(=O)C=C1O.O=C1C=C(O)C(=O)C=C1O.O=C1C=C(O)C(=O)C=C1O.O=C1C=C(O)C(=O)C=C1O.CCCC#N.CCCC#N.CCCC#N.CCCC#N. For the total energy, the calculation gives -3505.3718 hartree. The HOMO energy is -9.598 eV. For the max |F|, the calculation gives 5.271 eV Å⁻¹. As for the total charge: 0. The value obtained for the energy relative to the best compared isomer or geometry (same formula, charge and spin) is 0.0 kJ/mol.